1.
DFT (ωB97M-V/def2-TZVPD) results for a structure of composition C63H48InN5O2P3S4SbSi.

Its calculated total energy is -6190.55737 hartree. As for the relative energy (zero: lowest compared OMol25 entry of this formula, charge and spin): 13.4 kcal/mol. The HOMO energy comes out at -1.823 eV. As for the HOMO-LUMO gap: 5.36 eV. As for the total charge: -2. The calculation puts the LUMO energy at 3.5 eV.

CARTESIAN COORDINATES (ANGSTROEM)
In  -0.429  1.205  -0.781
C  6.782  3.470  -0.370
C  6.532  3.425  -1.683
C  5.182  3.136  -2.197
C  4.138  2.691  -1.216
C  4.549  2.706  0.206
C  5.758  3.120  0.602
P  2.824  1.398  -1.542
C  2.697  1.477  -3.376
C  1.810  2.431  -3.882
C  1.593  2.544  -5.247
C  2.247  1.695  -6.130
C  3.122  0.739  -5.639
C  3.340  0.624  -4.271
C  3.817  -0.130  -1.257
C  5.138  -0.216  -1.715
C  5.862  -1.391  -1.608
C  5.247  -2.514  -1.074
C  3.956  -2.421  -0.582
C  3.218  -1.229  -0.605
Si  1.527  -1.007  0.354
C  0.779  -2.835  0.515
C  1.448  -3.889  1.163
C  0.923  -5.166  1.245
C  -0.322  -5.445  0.689
C  -1.037  -4.423  0.098
C  -0.510  -3.127  0.028
P  -1.519  -1.727  -0.596
C  -2.369  -2.562  -2.025
C  -3.705  -2.365  -2.371
C  -4.257  -2.997  -3.481
C  -3.476  -3.809  -4.288
C  -2.135  -3.991  -3.975
C  -1.595  -3.382  -2.853
C  -2.929  -1.695  0.617
C  -3.862  -0.665  0.446
C  -4.984  -0.556  1.256
C  -5.179  -1.463  2.289
C  -4.233  -2.452  2.513
C  -3.119  -2.567  1.689
C  2.204  -1.110  2.215
C  3.486  -1.550  2.575
C  3.860  -1.767  3.895
C  2.953  -1.536  4.919
C  1.691  -1.057  4.606
C  1.313  -0.847  3.279
P  -0.241  0.068  2.870
C  -1.511  -0.487  4.081
C  -2.651  0.317  4.198
C  -3.703  -0.042  5.027
C  -3.664  -1.248  5.716
C  -2.581  -2.096  5.542
C  -1.517  -1.723  4.728
C  0.408  1.628  3.659
C  1.566  2.159  3.081
C  2.211  3.250  3.636
C  1.699  3.857  4.776
C  0.539  3.358  5.346
C  -0.098  2.249  4.797
H  7.780  3.695  -0.012
H  7.325  3.574  -2.407
H  5.117  2.742  -3.205
H  3.825  2.333  0.923
H  6.016  3.121  1.654
H  1.275  3.075  -3.195
H  0.901  3.291  -5.617
H  2.045  1.749  -7.193
H  3.606  0.049  -6.320
H  3.994  -0.155  -3.904
H  5.614  0.644  -2.167
H  6.888  -1.433  -1.960
H  5.779  -3.458  -1.027
H  3.497  -3.315  -0.182
H  2.406  -3.700  1.635
H  1.480  -5.953  1.743
H  -0.733  -6.447  0.731
H  -2.019  -4.624  -0.315
H  -4.334  -1.727  -1.766
H  -5.308  -2.857  -3.707
H  -3.907  -4.302  -5.152
H  -1.503  -4.600  -4.610
H  -0.552  -3.544  -2.607
H  -3.692  0.067  -0.337
H  -5.703  0.237  1.083
H  -6.049  -1.380  2.930
H  -4.359  -3.145  3.338
H  -2.390  -3.341  1.894
H  4.215  -1.733  1.796
H  4.863  -2.110  4.125
H  3.235  -1.695  5.954
H  1.009  -0.813  5.410
H  -2.709  1.233  3.617
H  -4.560  0.613  5.124
H  -4.484  -1.533  6.364
H  -2.565  -3.062  6.034
H  -0.686  -2.402  4.590
H  1.956  1.698  2.178
H  3.113  3.634  3.177
H  2.194  4.716  5.212
H  0.122  3.834  6.227
H  -0.997  1.878  5.271
S  3.856  4.372  -1.910
Sb  1.249  5.816  0.254
S  -0.435  4.053  0.731
S  -0.022  4.342  -1.308
S  0.148  7.799  0.332
O  0.117  -0.509  -2.852
N  0.020  -0.472  -4.100
C  0.760  -1.321  -4.792
C  0.620  -1.310  -6.218
N  0.520  -1.347  -7.367
C  1.660  -2.289  -4.233
N  2.382  -3.096  -3.834
N  -7.999  2.707  -2.406
C  -7.446  2.483  -1.179
O  -8.124  2.249  -0.198
C  -5.947  2.536  -1.136
C  -5.322  2.968  0.022
C  -3.935  3.021  0.052
N  -3.175  2.633  -0.970
C  -3.779  2.199  -2.072
C  -5.158  2.141  -2.209
H  -9.001  2.736  -2.469
H  -7.455  3.092  -3.155
H  -5.914  3.266  0.878
H  -3.398  3.395  0.918
H  -3.124  1.869  -2.875
H  -5.597  1.759  -3.123

Atomic partial charges in e from the Mulliken method, atoms 1 to 99:
1 In 1.432
2 C -0.739
3 C -0.846
4 C -1.452
5 C 1.679
6 C -0.682
7 C -0.059
8 P 0.557
9 C 0.891
10 C -0.115
11 C -0.643
12 C -0.459
13 C -0.903
14 C -0.280
15 C -0.209
16 C -0.400
17 C -0.913
18 C -0.904
19 C 0.027
20 C 0.801
21 Si 0.257
22 C -0.350
23 C 0.260
24 C -1.089
25 C -0.896
26 C -0.193
27 C 0.070
28 P 0.790
29 C 0.444
30 C -0.731
31 C -0.509
32 C -0.735
33 C -0.638
34 C -0.314
35 C 0.974
36 C -0.227
37 C -0.690
38 C -0.811
39 C -0.661
40 C -0.433
41 C 0.478
42 C -0.540
43 C -0.904
44 C -1.152
45 C -0.249
46 C -0.168
47 P 1.540
48 C 0.124
49 C -0.676
50 C -0.738
51 C -0.616
52 C -0.785
53 C -0.592
54 C 0.448
55 C 0.301
56 C -0.326
57 C -0.695
58 C -0.704
59 C -0.428
60 H 0.334
61 H 0.427
62 H 0.693
63 H 0.021
64 H 0.436
65 H -0.172
66 H 0.402
67 H 0.362
68 H 0.375
69 H 0.330
70 H 0.320
71 H 0.366
72 H 0.390
73 H 0.245
74 H 0.457
75 H 0.410
76 H 0.347
77 H 0.564
78 H 0.237
79 H 0.421
80 H 0.347
81 H 0.443
82 H 0.445
83 H 0.164
84 H 0.337
85 H 0.376
86 H 0.395
87 H 0.177
88 H 0.332
89 H 0.398
90 H 0.347
91 H 0.505
92 H 0.717
93 H 0.410
94 H 0.353
95 H 0.371
96 H 0.490
97 H -0.555
98 H 0.471
99 H 0.363

2.
DFT (ωB97M-V/def2-TZVPD) results for a structure of composition C63H49AsO2PPdSb.

Its calculated total energy is -5525.78608 hartree. As for the relative energy (zero: lowest compared OMol25 entry of this formula, charge and spin): 8.9 kcal/mol. The HOMO energy comes out at -6.975 eV. As for the HOMO-LUMO gap: 7.38 eV. The calculation puts the LUMO energy at 0.4 eV.

CARTESIAN COORDINATES (ANGSTROEM)
Pd  -0.030  0.033  0.154
O  2.338  -1.401  0.779
C  1.903  -0.528  0.064
C  2.807  0.106  -0.948
C  4.189  -0.006  -0.822
C  5.015  0.698  -1.682
C  4.472  1.502  -2.675
C  3.096  1.589  -2.830
C  2.263  0.883  -1.969
P  0.452  0.819  -2.041
C  -0.027  2.314  -2.950
C  -0.130  2.358  -4.339
C  -0.467  3.547  -4.971
C  -0.703  4.693  -4.223
C  -0.611  4.652  -2.839
C  -0.283  3.464  -2.202
C  0.127  -0.546  -3.206
C  -1.188  -1.003  -3.279
C  -1.518  -2.044  -4.132
C  -0.534  -2.655  -4.901
C  0.779  -2.215  -4.819
C  1.108  -1.157  -3.979
H  4.589  -0.621  -0.024
H  6.091  0.635  -1.572
H  5.124  2.064  -3.332
H  2.673  2.201  -3.618
H  0.046  1.464  -4.924
H  -0.549  3.577  -6.051
H  -0.971  5.617  -4.721
H  -0.808  5.540  -2.251
H  -0.232  3.422  -1.119
H  -1.944  -0.564  -2.636
H  -2.543  -2.393  -4.181
H  -0.790  -3.476  -5.561
H  1.551  -2.688  -5.415
H  2.137  -0.820  -3.921
C  -2.037  0.442  0.346
C  -3.228  0.675  0.454
C  -4.633  0.929  0.588
C  -5.098  2.134  1.128
C  -6.458  2.370  1.263
C  -7.381  1.413  0.863
C  -6.932  0.214  0.325
C  -5.573  -0.028  0.188
H  -4.377  2.881  1.435
H  -6.799  3.310  1.681
H  -8.442  1.600  0.968
H  -7.644  -0.538  0.009
H  -5.220  -0.962  -0.232
O  -0.320  -2.187  -0.639
As  -0.144  -3.409  0.455
C  -1.523  -4.699  0.065
C  -1.874  -4.859  -1.272
C  -2.873  -5.758  -1.617
C  -3.526  -6.486  -0.629
C  -3.182  -6.318  0.704
C  -2.180  -5.421  1.054
C  -0.459  -2.854  2.263
C  0.399  -3.062  3.333
C  0.040  -2.604  4.594
C  -1.155  -1.924  4.778
C  -1.999  -1.693  3.699
C  -1.657  -2.162  2.441
C  1.526  -4.305  0.114
C  2.001  -4.127  -1.181
C  3.186  -4.732  -1.570
C  3.897  -5.513  -0.667
C  3.418  -5.691  0.623
C  2.231  -5.089  1.016
H  -1.382  -4.264  -2.032
H  -3.149  -5.884  -2.657
H  -4.312  -7.181  -0.901
H  -3.696  -6.879  1.475
H  -1.919  -5.283  2.096
H  1.364  -3.530  3.187
H  0.712  -2.761  5.429
H  -1.420  -1.552  5.760
H  -2.918  -1.136  3.830
H  -2.292  -1.942  1.594
H  1.461  -3.483  -1.866
H  3.558  -4.586  -2.576
H  4.825  -5.983  -0.969
H  3.970  -6.300  1.329
H  1.862  -5.251  2.022
C  -2.560  2.279  5.897
C  -1.220  2.614  6.052
C  -0.316  2.352  5.030
C  -0.753  1.750  3.851
C  -2.097  1.414  3.698
C  -2.999  1.682  4.722
Sb  0.571  1.341  2.252
C  2.343  0.878  3.352
C  2.256  0.084  4.491
C  3.404  -0.319  5.162
C  4.653  0.067  4.696
C  4.748  0.861  3.561
C  3.599  1.263  2.891
C  1.036  3.327  1.635
C  1.953  3.503  0.598
C  2.245  4.774  0.121
C  1.606  5.882  0.662
C  0.680  5.714  1.682
C  0.397  4.442  2.169
H  -3.263  2.485  6.696
H  -0.878  3.082  6.968
H  0.730  2.611  5.157
H  -2.437  0.954  2.773
H  -4.045  1.425  4.599
H  1.286  -0.223  4.864
H  3.322  -0.935  6.051
H  5.549  -0.247  5.216
H  5.720  1.170  3.193
H  3.695  1.883  2.008
H  2.435  2.649  0.138
H  2.960  4.893  -0.686
H  1.825  6.874  0.285
H  0.172  6.575  2.102
H  -0.331  4.325  2.964

Atomic partial charges in e from the Mulliken method, atoms 1 to 99:
1 Pd 0.773
2 O -0.764
3 C 0.637
4 C 0.035
5 C -0.260
6 C -0.848
7 C -0.829
8 C -0.832
9 C 0.056
10 P 1.478
11 C 0.184
12 C -0.410
13 C -0.762
14 C -0.535
15 C -0.780
16 C -0.314
17 C 0.748
18 C -0.562
19 C -0.617
20 C -0.568
21 C -0.716
22 C -0.409
23 H 0.537
24 H 0.393
25 H 0.424
26 H 0.542
27 H 0.459
28 H 0.417
29 H 0.384
30 H 0.449
31 H 0.466
32 H 0.382
33 H 0.466
34 H 0.386
35 H 0.436
36 H 0.434
37 C -0.434
38 C 0.063
39 C 0.172
40 C -0.195
41 C -0.718
42 C -0.464
43 C -0.621
44 C -0.410
45 H 0.499
46 H 0.380
47 H 0.382
48 H 0.382
49 H 0.509
50 O 0.704
51 As 0.222
52 C 0.166
53 C -0.124
54 C -0.755
55 C -0.475
56 C -0.731
57 C -0.304
58 C 1.000
59 C -0.616
60 C -0.940
61 C -0.406
62 C -0.950
63 C -0.816
64 C 0.731
65 C -0.457
66 C -0.812
67 C -0.525
68 C -0.824
69 C -0.334
70 H 0.303
71 H 0.419
72 H 0.381
73 H 0.402
74 H 0.415
75 H 0.022
76 H 0.377
77 H 0.371
78 H 0.618
79 H 0.668
80 H 0.226
81 H 0.445
82 H 0.400
83 H 0.419
84 H 0.474
85 C -0.704
86 C -0.748
87 C -0.682
88 C 0.542
89 C -0.507
90 C -0.248
91 Sb 1.227
92 C 0.757
93 C -0.377
94 C -0.796
95 C -0.637
96 C -0.677
97 C -0.501
98 C 0.912
99 C -0.282

3.
DFT (ωB97M-V/def2-TZVPD) results for a structure of composition C63H52HfN3O2P2S6 at a distorted geometry.

Its calculated total energy is -5865.90805 hartree. The HOMO energy comes out at -13.437 eV. As for the HOMO-LUMO gap: 5.35 eV. As for the total charge: +3. The calculation puts the LUMO energy at -8.1 eV.

CARTESIAN COORDINATES (ANGSTROEM)
Hf  -0.478  -0.170  -0.008
O  0.956  -0.103  1.473
S  2.179  0.768  1.040
C  3.538  -0.371  1.161
C  4.132  -0.783  2.340
C  5.357  -1.462  2.348
C  6.034  -1.611  1.158
C  7.414  -2.082  0.838
C  7.563  -1.897  -0.692
C  6.249  -1.360  -1.151
C  5.772  -0.966  -2.378
C  4.436  -0.568  -2.478
C  3.580  -0.458  -1.389
P  1.795  -0.178  -1.738
C  1.578  -1.358  -3.126
C  2.333  -2.529  -3.190
C  2.239  -3.357  -4.294
C  1.364  -3.051  -5.325
C  0.543  -1.938  -5.225
C  0.649  -1.096  -4.132
C  2.000  1.453  -2.574
C  2.246  1.587  -3.940
C  2.470  2.841  -4.488
C  2.460  3.972  -3.689
C  2.249  3.845  -2.325
C  2.022  2.596  -1.774
C  4.111  -0.676  -0.096
C  5.406  -1.214  -0.036
C  2.568  1.998  2.301
C  3.923  2.257  2.433
C  4.437  3.279  3.232
C  3.550  4.065  3.921
C  3.764  5.191  4.873
C  2.349  5.671  5.251
C  1.427  4.797  4.473
C  0.058  4.779  4.388
C  -0.519  3.848  3.529
C  0.196  2.926  2.772
P  -0.904  1.969  1.651
C  -1.727  3.395  0.840
C  -1.023  3.823  -0.289
C  -1.412  4.957  -0.976
C  -2.523  5.670  -0.552
C  -3.230  5.246  0.561
C  -2.840  4.116  1.263
C  -1.956  1.229  2.965
C  -1.269  0.565  3.985
C  -1.954  -0.009  5.041
C  -3.338  0.066  5.090
C  -4.029  0.692  4.068
C  -3.347  1.265  3.007
C  1.609  2.873  2.883
C  2.170  3.860  3.731
H  3.660  -0.539  3.280
H  5.775  -1.792  3.285
H  7.560  -3.122  1.134
H  8.154  -1.496  1.387
H  7.805  -2.834  -1.196
H  8.358  -1.192  -0.939
H  6.389  -0.983  -3.263
H  4.053  -0.351  -3.464
H  3.005  -2.794  -2.387
H  2.846  -4.247  -4.346
H  1.316  -3.685  -6.196
H  -0.171  -1.719  -6.005
H  0.030  -0.210  -4.075
H  2.262  0.724  -4.588
H  2.661  2.929  -5.547
H  2.630  4.945  -4.122
H  2.270  4.715  -1.686
H  1.881  2.513  -0.703
H  4.632  1.646  1.898
H  5.502  3.425  3.294
H  4.354  5.983  4.412
H  4.326  4.852  5.745
H  2.191  6.723  5.006
H  2.158  5.568  6.321
H  -0.560  5.464  4.946
H  -1.594  3.856  3.449
H  -0.154  3.261  -0.616
H  -0.844  5.294  -1.830
H  -2.828  6.558  -1.082
H  -4.090  5.804  0.894
H  -3.396  3.828  2.142
H  -0.187  0.534  3.966
H  -1.414  -0.492  5.840
H  -3.869  -0.351  5.929
H  -5.106  0.749  4.102
H  -3.907  1.738  2.216
N  -1.027  -1.832  1.657
C  -2.468  -2.006  1.700
C  -3.043  -3.061  2.371
C  -4.433  -3.235  2.392
C  -5.248  -2.342  1.752
C  -4.697  -1.238  1.070
C  -5.500  -0.292  0.405
C  -4.900  0.780  -0.210
C  -3.512  0.885  -0.192
N  -2.708  -0.003  0.385
C  -3.284  -1.058  1.038
H  -0.713  -1.489  2.575
H  -0.596  -2.759  1.540
H  -2.419  -3.775  2.887
H  -4.852  -4.079  2.917
H  -6.321  -2.460  1.762
H  -6.572  -0.417  0.395
H  -5.482  1.538  -0.704
H  -3.037  1.735  -0.666
C  -1.199  2.499  -3.635
C  -1.515  1.280  -2.830
N  -2.475  0.486  -3.253
O  -0.897  1.062  -1.742
H  -1.444  2.373  -4.685
H  -0.150  2.758  -3.532
H  -1.781  3.336  -3.248
H  -2.961  0.662  -4.123
H  -2.690  -0.401  -2.781
C  -4.951  -3.308  -2.457
S  -3.874  -2.452  -3.653
C  -2.432  -3.460  -3.496
C  -1.508  -3.247  -2.533
S  -1.716  -1.994  -1.344
S  -0.191  -4.391  -2.444
C  -0.617  -5.288  -3.904
S  0.344  -6.444  -4.522
S  -2.138  -4.785  -4.602
H  -5.851  -2.710  -2.354
H  -4.437  -3.388  -1.504
H  -5.203  -4.288  -2.848

Atomic partial charges in e from the Mulliken method, atoms 1 to 99:
1 Hf 0.952
2 O -1.028
3 S 1.835
4 C -0.048
5 C 0.103
6 C -1.601
7 C 0.151
8 C -0.760
9 C -0.759
10 C 0.034
11 C -1.463
12 C 0.515
13 C -0.398
14 P 1.099
15 C 0.527
16 C -0.835
17 C -1.046
18 C -0.913
19 C -0.949
20 C -0.169
21 C 1.355
22 C -0.198
23 C -1.013
24 C -0.890
25 C -0.723
26 C -0.003
27 C -1.609
28 C 1.590
29 C -0.842
30 C -0.339
31 C -1.528
32 C 0.315
33 C -0.776
34 C -0.804
35 C 0.059
36 C -1.340
37 C 0.007
38 C 0.314
39 P 1.225
40 C 1.128
41 C -0.182
42 C -0.620
43 C -0.924
44 C -1.081
45 C -0.218
46 C 1.202
47 C -0.944
48 C -0.659
49 C -0.961
50 C -1.039
51 C -0.676
52 C -0.903
53 C 0.962
54 H 0.656
55 H 0.466
56 H 0.369
57 H 0.319
58 H 0.326
59 H 0.331
60 H 0.547
61 H 0.548
62 H 0.555
63 H 0.483
64 H 0.458
65 H 0.515
66 H 0.402
67 H 0.517
68 H 0.495
69 H 0.473
70 H 0.586
71 H -0.046
72 H 0.791
73 H 0.547
74 H 0.342
75 H 0.320
76 H 0.332
77 H 0.295
78 H 0.567
79 H 0.516
80 H -0.609
81 H 0.700
82 H 0.460
83 H 0.517
84 H 0.436
85 H 0.464
86 H 0.557
87 H 0.477
88 H 0.547
89 H 0.599
90 N -0.090
91 C -0.152
92 C -0.645
93 C -1.044
94 C -1.046
95 C 1.202
96 C -1.061
97 C -1.916
98 C -0.180
99 N 0.715

Q: Which of these has the lowest HOMO energy?
A: C63H52HfN3O2P2S6